{"formula": "C38H31F9O10P2S", "method": "ωB97M-V with the def2-TZVPD basis set", "e_tot_ev": -114251.65254, "gap_ha": 0.2744, "spin_multiplicity": 1, "charge": 0, "e_homo_ev": -8.56, "symbols": ["C", "C", "C", "O", "P", "C", "C", "C", "O", "P", "O", "O", "S", "O", "O", "C", "F", "F", "C", "F", "F", "C", "F", "F", "C", "F", "F", "F", "H", "H", "H", "H", "H", "H", "H", "H", "H", "H", "H", "H", "H", "H", "H", "C", "C", "C", "C", "C", "C", "C", "O", "C", "C", "C", "C", "C", "C", "C", "O", "H", "H", "H", "H", "H", "H", "H", "H", "C", "C", "C", "C", "C", "C", "C", "O", "C", "C", "C", "C", "C", "C", "C", "O", "H", "H", "H", "H", "H", "H", "H", "H"], "xyz": [[-0.1894, -0.8292, 1.8247], [0.4529, -1.1983, 3.1619], [1.5170, -0.2057, 3.5721], [2.3957, 0.1125, 2.4562], [3.9788, -0.0680, 2.5383], [5.0425, 0.3278, 3.9831], [4.5047, 1.4859, 4.8396], [4.9970, 1.5284, 6.2155], [3.5565, 1.1429, 5.7741], [3.9084, -2.2849, 3.0378], [3.1453, -2.7465, 1.6609], [5.4878, -2.4828, 2.6244], [4.0946, 2.0311, 1.5909], [5.2518, 2.7615, 2.0639], [4.0032, 1.7792, 0.1709], [2.5261, 3.0178, 1.9486], [1.5971, 2.4761, 1.1516], [2.1407, 2.8293, 3.2292], [2.5654, 4.5316, 1.6103], [1.3579, 4.8855, 1.1643], [3.4365, 4.6825, 0.5987], [3.0153, 5.4877, 2.7423], [3.1602, 6.6940, 2.1725], [4.2022, 5.0925, 3.2030], [2.0176, 5.6497, 3.9553], [1.8582, 6.9228, 4.2335], [2.5068, 5.0523, 5.0231], [0.8315, 5.1310, 3.6929], [-1.1048, -0.2620, 1.9663], [0.4814, -0.2643, 1.1855], [-0.4643, -1.7221, 1.2680], [0.8248, -2.2202, 3.1929], [-0.3066, -1.1353, 3.9418], [1.0215, 0.7271, 3.8304], [2.0771, -0.5148, 4.4511], [4.6512, -0.4032, 1.3481], [6.0426, 0.5941, 3.6503], [5.0567, -0.5233, 4.6581], [4.3959, 2.4555, 4.3596], [4.7908, 2.3824, 6.8431], [5.2611, 0.6395, 6.7691], [2.7285, -3.6067, 1.7841], [5.8431, -3.2624, 3.0641], [0.2353, 5.0995, -2.8460], [0.9885, 4.2245, -2.0718], [0.6419, 2.8866, -1.9928], [-0.4680, 2.4160, -2.6796], [-1.2362, 3.2963, -3.4463], [-0.8751, 4.6357, -3.5330], [-2.4545, 2.8259, -4.1658], [-3.1204, 3.5836, -4.8388], [-2.8340, 1.3882, -4.0254], [-3.9912, 0.9334, -4.6447], [-4.3553, -0.3974, -4.5368], [-3.5620, -1.2831, -3.8149], [-2.4099, -0.8350, -3.1928], [-2.0450, 0.5019, -3.2898], [-0.8130, 0.9678, -2.5883], [-0.1206, 0.1925, -1.9634], [0.5119, 6.1435, -2.9090], [1.8527, 4.5786, -1.5268], [1.2284, 2.2006, -1.3966], [-1.4731, 5.3045, -4.1360], [-4.5977, 1.6303, -5.2059], [-5.2591, -0.7487, -5.0166], [-3.8461, -2.3242, -3.7365], [-1.7867, -1.5128, -2.6256], [-0.5955, -3.6944, -4.4249], [-0.2999, -2.8217, -3.3825], [-1.1430, -2.7371, -2.2881], [-2.2914, -3.5184, -2.2362], [-2.5981, -4.3796, -3.2915], [-1.7409, -4.4709, -4.3807], [-3.8468, -5.1956, -3.2800], [-4.1123, -5.9499, -4.1911], [-4.7657, -5.0445, -2.1130], [-5.9604, -5.7525, -2.1009], [-6.8217, -5.6352, -1.0239], [-6.4910, -4.8153, 0.0498], [-5.3034, -4.1047, 0.0419], [-4.4403, -4.2110, -1.0408], [-3.1780, -3.4177, -1.0416], [-2.8780, -2.7030, -0.1096], [0.0686, -3.7638, -5.2760], [0.5894, -2.2071, -3.4242], [-0.9215, -2.0640, -1.4710], [-1.9835, -5.1479, -5.1878], [-6.2049, -6.3892, -2.9394], [-7.7538, -6.1841, -1.0181], [-7.1639, -4.7299, 0.8925], [-5.0363, -3.4615, 0.8686]], "forces_ev_per_a": [[-0.1, -0.4, -0.2], [-0.1, 0.2, 0.1], [-0.5, 0.2, 0.0], [0.1, 0.4, 0.4], [0.1, -1.8, 0.3], [-0.6, 1.3, 0.3], [1.2, -0.1, -0.8], [-3.2, -0.7, 1.2], [0.2, 0.2, 0.2], [-0.3, 0.1, 0.2], [-0.1, -0.1, -0.1], [0.3, 0.0, 0.1], [0.5, 0.1, -0.4], [0.0, 0.3, 0.3], [-0.2, 0.0, -0.2], [-0.1, -0.1, -0.3], [-0.3, -0.1, 0.0], [0.2, 0.1, 0.3], [0.4, -0.6, 0.1], [-0.3, 0.5, 0.0], [0.2, 0.2, -0.2], [-0.4, 0.1, 0.0], [0.0, 0.2, -0.1], [0.2, -0.1, 0.1], [0.4, -0.2, -0.4], [-0.1, 0.8, 0.1], [0.3, -0.4, 0.6], [-0.6, -0.2, -0.2], [0.0, 0.2, 0.0], [0.1, 0.1, 0.0], [-0.1, -0.1, 0.0], [0.2, 0.0, -0.2], [0.0, -0.1, 0.1], [0.1, 0.2, 0.0], [0.2, -0.1, 0.0], [0.1, 0.3, -0.1], [0.1, -0.1, -0.2], [0.2, -0.3, -0.2], [-0.1, -0.1, -0.1], [0.9, 0.5, -0.2], [1.1, 0.0, -0.4], [0.0, 0.1, -0.1], [0.1, 0.0, -0.1], [0.0, -0.1, 0.0], [0.0, 0.0, 0.0], [0.1, 0.0, 0.1], [-0.1, -0.1, 0.0], [0.0, -0.1, 0.0], [0.0, 0.0, 0.0], [0.0, 0.0, 0.0], [0.0, 0.0, 0.0], [0.1, 0.1, 0.0], [-0.1, 0.0, 0.0], [0.0, 0.0, 0.0], [0.0, 0.1, 0.0], [-0.9, 1.5, -0.4], [0.0, 0.2, -0.1], [-0.2, 0.2, -0.1], [0.1, -0.2, 0.1], [0.0, 0.0, 0.0], [0.0, 0.0, 0.0], [0.0, 0.0, 0.0], [-0.1, 0.0, 0.0], [0.0, 0.1, 0.0], [0.0, 0.0, 0.0], [-0.1, 0.1, 0.0], [-1.4, 2.5, -0.7], [0.1, 0.3, 0.3], [0.7, -0.8, -0.3], [1.3, -2.6, 0.8], [0.0, -1.0, 0.5], [0.2, -0.1, 0.0], [-0.2, -0.1, -0.1], [0.0, 0.0, 0.0], [0.0, 0.0, 0.0], [0.1, 0.1, 0.0], [-0.1, 0.0, 0.0], [0.0, 0.0, 0.0], [0.0, 0.0, 0.0], [-0.1, 0.0, 0.1], [0.1, 0.0, -0.1], [0.2, 0.0, -0.3], [0.0, 0.1, 0.1], [0.0, 0.0, 0.0], [0.0, 0.1, 0.0], [0.3, -0.3, 0.3], [-0.1, 0.0, 0.0], [0.1, 0.0, 0.0], [0.0, 0.0, 0.0], [0.0, 0.0, 0.0], [0.1, 0.0, 0.0]]}